1.
Molecular formula: C45H92Br20N3O4P
Method: DFT, ωB97M-V/def2-TZVPD

Structure (XYZ):
```
165
Properties=species:S:1:pos:R:3:lowdin_charge:R:1
H 1.24655 -3.02028 -4.52131 0.0270
N 2.14427 -2.88347 -5.00380 0.0477
C 2.80231 -1.86096 -4.52129 -0.1820
C 2.09922 -1.04639 -3.30447 -0.1686
N 2.70643 -1.55432 -2.03976 -0.0262
C 1.71272 -2.29006 -1.19719 -0.2795
O 0.67467 -1.33457 -0.88995 -0.1205
C -0.63478 -1.78623 -1.29242 -0.1663
C -1.78454 -1.42858 -0.21704 -0.2900
C -1.39222 -0.13988 0.67998 -0.0653
C -3.25255 -1.35739 -0.84193 -0.1643
C -3.41693 -0.39925 -2.10530 -0.3824
C -4.98317 -0.49862 -2.53325 -0.1171
C -3.12597 1.14646 -1.82671 -0.0885
C 2.34280 -2.73180 0.24666 -0.3439
C 3.59539 -3.64509 -0.07547 -0.1219
C 3.90122 -4.85943 0.91136 -0.2233
C 4.01276 -4.49727 2.45618 -0.1150
C 1.12587 -3.54412 0.96565 -0.0694
C 0.65433 -4.84898 0.17645 -0.1664
C 0.36527 -6.13359 1.12755 -0.0720
C -0.69935 -5.84164 2.27961 -0.3573
O -0.51615 -5.07589 3.25556 0.0506
O -1.93025 -6.53769 2.23014 -0.0700
C -3.06989 -5.64840 2.29503 -0.2201
C -3.36240 -4.93365 0.89499 -0.0687
O 2.49254 -1.53582 0.99602 -0.1236
C 3.78726 -1.12731 1.40239 -0.4594
C 3.55948 -0.05350 2.61048 -0.1615
C 2.24077 0.83813 2.41257 -0.2387
N 2.63528 2.26358 2.79160 -0.0474
P 4.81988 -0.19111 0.08408 0.9206
C 4.76456 1.67530 0.33589 -0.3231
C 6.60962 -0.80790 0.26490 -0.3256
H 3.82715 -1.59877 -4.93027 0.1109
H 2.40026 0.04724 -3.47328 0.0783
H 0.98630 -1.22355 -3.40866 0.1014
H 3.47698 -2.16438 -2.33382 0.0878
H 1.37070 -3.18017 -1.82024 0.1471
H -0.85755 -1.27613 -2.30148 0.1139
H -0.72245 -2.90344 -1.48517 0.1146
H -1.80016 -2.30506 0.53251 0.1094
H -0.63589 -0.40460 1.50241 0.0791
H -2.33890 0.18697 1.21964 0.0562
H -1.01596 0.73432 0.06213 0.0775
H -3.94628 -0.97592 -0.00621 0.1037
H -3.53217 -2.43338 -1.13891 0.1155
H -2.83869 -0.79960 -3.00370 0.1235
H -5.64693 0.02686 -1.75851 0.0508
H -5.17510 -0.14813 -3.59481 0.0782
H -5.24950 -1.61573 -2.43723 0.0706
H -3.26643 1.44202 -0.73956 0.0726
H -3.72715 1.81309 -2.52070 0.0771
H -2.01474 1.32061 -2.07728 0.0807
H 3.36929 -4.14306 -1.09363 0.1253
H 4.58758 -3.10663 -0.25425 0.1027
H 3.17843 -5.74077 0.81616 0.0843
H 4.92357 -5.28247 0.59708 0.1152
H 3.40276 -3.57511 2.76869 0.0704
H 5.10625 -4.20086 2.66032 0.0829
H 3.81368 -5.39884 3.12451 0.0725
H 1.38417 -3.83981 2.04108 0.1138
H 0.19969 -2.87018 1.06844 0.1149
H 1.39424 -5.17551 -0.63719 0.1145
H -0.33608 -4.68429 -0.38433 0.0906
H -0.12627 -6.90390 0.43034 0.1255
H 1.30938 -6.62610 1.51781 0.1127
H -3.97476 -6.31284 2.54201 0.1326
H -3.02509 -4.86964 3.11870 0.1235
H -3.92244 -3.95096 1.03653 0.0802
H -2.35657 -4.66613 0.40450 0.0609
H -3.95521 -5.59464 0.18517 0.0843
H 4.48600 -1.90520 1.84297 0.1004
H 3.35334 -0.71401 3.53451 0.1108
H 4.49440 0.53618 2.85657 0.0922
H 1.38973 0.55404 3.12482 0.1169
H 1.88879 0.90355 1.32806 0.1126
H 1.98515 2.61098 3.51812 0.0582
H 2.40450 2.85263 1.97047 0.0474
H 3.75302 2.15561 0.15981 0.0171
H 5.13773 2.03022 1.36839 0.0287
H 5.51453 2.12963 -0.41232 0.0157
H 6.86041 -0.84166 1.38484 0.0393
H 7.35577 -0.07320 -0.19941 -0.0189
H 6.67029 -1.84486 -0.19918 0.0311
Br 10.82527 0.01702 -1.63580 0.6117
C 10.02210 -0.74051 -3.24139 -0.6781
C 9.16449 0.27774 -3.94827 -0.6782
Br 7.46414 0.52265 -3.03064 0.6129
H 9.47339 -1.62934 -2.93154 0.0573
H 10.86208 -1.03954 -3.87041 0.0509
H 8.90384 -0.06798 -4.94946 0.0597
H 9.63023 1.26016 -4.01852 0.0532
Br 2.71602 -7.71275 7.70814 0.5908
C 1.12265 -6.91047 6.92038 -0.6934
C 1.48014 -5.96723 5.79982 -0.7032
Br 2.15569 -4.27322 6.48736 0.5996
H 0.57623 -6.42902 7.73056 0.0514
H 0.53868 -7.75113 6.54345 0.0573
H 0.59364 -5.70476 5.22090 0.0288
H 2.24165 -6.36403 5.12917 0.0423
Br -7.85932 -1.58612 0.03885 0.6335
C -9.46256 -0.77619 -0.71800 -0.6641
C -9.12261 0.14678 -1.86255 -0.6510
Br -8.40712 1.84323 -1.22258 0.6825
H -9.98246 -0.27785 0.10016 0.0564
H -10.06614 -1.61440 -1.06838 0.0597
H -10.02118 0.41121 -2.42152 0.0616
H -8.38383 -0.26983 -2.54666 0.0494
Br 15.11435 -2.72662 -4.14106 0.6029
C 14.10637 -1.64602 -2.86907 -0.7269
C 14.69343 -1.74015 -1.48374 -0.6987
Br 14.22252 -3.42695 -0.62851 0.5986
H 13.07033 -1.97833 -2.92130 0.0216
H 14.17488 -0.62519 -3.24747 0.0569
H 14.27574 -0.96750 -0.83700 0.0502
H 15.78043 -1.67000 -1.47137 0.0516
Br -5.46251 0.85046 2.28275 0.6094
C -7.28290 1.54615 2.23430 -0.7381
C -7.92448 1.49772 3.59776 -0.7202
Br -8.48525 -0.31371 4.05127 0.6021
H -7.82205 0.97073 1.48361 -0.0394
H -7.18351 2.57741 1.89227 0.0343
H -8.83971 2.09060 3.61231 0.0231
H -7.26559 1.83593 4.39626 0.0337
Br -10.28068 3.81874 1.27191 0.6456
C -9.66313 5.00467 -0.14706 -0.6920
C -10.59152 6.18041 -0.32094 -0.6800
Br -12.21302 5.66696 -1.27158 0.6278
H -9.56227 4.39773 -1.04605 -0.0078
H -8.67448 5.33928 0.17253 0.0566
H -10.12790 6.94688 -0.94387 0.0497
H -10.90435 6.62622 0.62294 0.0534
Br -7.86714 5.02990 4.92747 0.6473
C -7.95084 5.88572 3.17859 -0.7268
C -7.61898 7.35409 3.27018 -0.6919
Br -9.11578 8.37370 3.99007 0.6068
H -8.94643 5.69282 2.77869 -0.0192
H -7.21156 5.36128 2.57040 0.0556
H -7.44292 7.77060 2.27734 0.0558
H -6.75804 7.56230 3.90431 0.0525
Br -10.75208 8.80359 -3.95646 0.5913
C -11.88561 7.59252 -4.98026 -0.6977
C -12.97005 8.34347 -5.71100 -0.6981
Br -14.40166 8.87581 -4.50032 0.6005
H -12.27072 6.85108 -4.28056 0.0178
H -11.21324 7.10380 -5.68666 0.0585
H -13.44852 7.70184 -6.45197 0.0573
H -12.61256 9.24978 -6.19835 0.0507
Br 8.87024 2.96524 -0.03133 0.5864
C 7.85681 4.03962 1.24154 -0.6892
C 8.44233 3.94321 2.62753 -0.6905
Br 7.97525 2.25163 3.47586 0.6036
H 6.82121 3.70361 1.18710 0.0277
H 7.92251 5.06187 0.86609 0.0574
H 8.02155 4.71242 3.27639 0.0581
H 9.52913 4.01673 2.64173 0.0507
Br 4.31770 2.45601 -3.80374 0.5953
C 4.72566 4.35868 -3.69527 -0.6796
C 4.93945 4.79197 -2.26658 -0.6885
Br 3.24576 4.96406 -1.31674 0.6102
H 3.91063 4.88700 -4.18882 0.0510
H 5.63996 4.48656 -4.27644 0.0590
H 5.38768 5.78579 -2.22982 0.0581
H 5.55566 4.09868 -1.69449 0.0293
```



2.
Molecular formula: C46H102FIN6O11PS
Method: DFT, ωB97M-V/def2-TZVPD

Structure (XYZ):
```
169
Properties=species:S:1:pos:R:3:lowdin_charge:R:1
C -1.57902 1.56185 4.48486 -0.1069
C -2.33111 0.20477 4.23108 -0.2800
C -1.65140 -1.00851 4.93367 -0.1927
C -2.45676 -2.38112 4.79786 -0.1740
C -3.66880 -2.26204 3.82374 -0.2539
C -4.39489 -3.62950 3.56063 -0.1692
C -5.62963 -3.32421 2.61674 -0.1888
C -5.30635 -3.63833 1.11514 -0.1892
N -4.47849 -2.57971 0.49952 -0.3121
I -4.90023 -0.55066 0.67761 1.1409
C -3.42771 -2.88276 -0.16968 -0.4093
N -2.50956 -1.91186 -0.75496 -0.1304
P -2.65105 -1.93341 -2.51703 0.9107
N -1.20210 -1.32585 -3.23799 -0.1053
O -3.80880 -0.76204 -2.84949 -0.2991
C -1.25434 -2.44256 -0.15435 -0.3893
O -1.51929 -2.19450 1.25262 -0.0281
C 0.07290 -1.67996 -0.40180 -0.1317
C -0.14278 -0.12913 -0.09468 -0.4198
S 0.65965 0.97358 -1.31481 0.9926
C -0.57893 1.46271 -2.48279 -0.6380
N -0.40524 1.81146 -3.72045 -0.0114
N -1.52854 2.09457 -4.38965 0.0681
C -2.48650 1.90554 -3.47011 -0.1759
O -1.94472 1.52655 -2.31529 -0.0151
C -1.34002 -4.02281 -0.38620 -0.2388
C -1.04075 -4.90508 0.90060 -0.0800
C 0.32752 -4.59375 1.59107 -0.1372
C 1.15786 -5.93145 1.63325 -0.2487
O 2.55907 -5.66394 1.53936 -0.0807
C -0.48695 -4.54901 -1.57929 -0.1577
O 0.90680 -4.46270 -1.37354 -0.1678
C 1.62472 -4.01893 -2.52357 -0.0866
N -2.82703 -4.11539 -0.45298 0.0397
C -3.49280 -5.11842 -1.23803 -0.2925
C -4.85862 -4.69675 -1.87882 -0.0156
F -3.82780 -6.19621 -0.35297 -0.0367
H -1.43420 1.69703 5.57617 0.0754
H -0.63347 1.60489 3.91034 0.0686
H -2.23761 2.38612 4.13091 0.0714
H -2.26051 0.01793 3.13154 0.0796
H -3.38235 0.36173 4.55019 0.1057
H -0.61944 -1.11836 4.52878 0.1049
H -1.54897 -0.81753 6.02476 0.1087
H -2.82803 -2.69220 5.79748 0.1128
H -1.75399 -3.15055 4.41092 0.0990
H -4.45464 -1.56440 4.18773 0.1113
H -3.27034 -1.92986 2.83875 0.0436
H -3.72312 -4.32316 3.00700 0.0995
H -4.70695 -4.11457 4.50659 0.1190
H -6.04057 -2.30783 2.77074 0.0691
H -6.42489 -4.03985 2.92554 0.1211
H -4.74483 -4.59316 1.12003 0.1232
H -6.27207 -3.77668 0.59415 0.1274
H -1.43496 -1.18142 -4.22705 0.0694
H -0.44211 -2.00515 -3.25126 0.0249
H -4.16608 -1.02447 -3.71548 0.0589
H -0.67260 -2.13872 1.72602 0.1096
H 0.89189 -1.98505 0.28477 0.1173
H 0.48703 -1.78589 -1.42157 0.0671
H -1.21067 0.14292 0.00337 0.0759
H 0.31349 0.07790 0.89850 0.0861
H -3.54532 2.03877 -3.71028 0.1391
H -1.21376 -5.98347 0.70982 0.1304
H -1.83283 -4.60317 1.62393 0.1059
H 0.22521 -4.21490 2.63361 0.1173
H 0.97655 -3.88586 1.04242 0.0831
H 0.87527 -6.47523 0.69479 0.1128
H 0.87371 -6.59676 2.47763 0.1213
H 2.94372 -6.50058 1.23695 0.0992
H -0.83613 -4.10239 -2.54474 0.1029
H -0.73081 -5.63949 -1.67946 0.1437
H 1.90739 -2.94305 -2.48374 0.0850
H 2.56610 -4.59965 -2.59393 0.1021
H 1.08073 -4.18024 -3.48316 0.0993
H -2.90235 -5.58001 -2.04638 0.1513
H -5.03253 -5.38715 -2.73564 0.0996
H -4.84991 -3.67817 -2.30662 0.0499
H -5.71265 -4.87631 -1.19506 0.0782
C 0.16676 5.39692 -3.89672 -0.0662
C -0.79176 5.47226 -5.07379 -0.2856
O -0.97621 6.78616 -5.57320 -0.1808
C 0.18469 7.44374 -6.05484 -0.2710
C 0.86473 6.71882 -7.20382 -0.0739
H -0.18041 6.03636 -3.08092 0.0753
H 0.24049 4.37059 -3.53318 0.0475
H 1.17102 5.72782 -4.16581 0.0712
H -1.77454 5.12482 -4.75064 0.0967
H -0.47707 4.80071 -5.87940 0.1035
H 0.88713 7.62141 -5.23319 0.1091
H -0.14151 8.42696 -6.39934 0.1200
H 1.21842 5.72846 -6.91101 0.0547
H 1.72483 7.29084 -7.55599 0.0787
H 0.16942 6.58570 -8.03529 0.0830
C 2.70937 0.94239 -5.59109 -0.0809
C 2.65622 2.42532 -5.26646 -0.2873
O 3.91823 2.97993 -4.93017 -0.1613
C 4.92503 2.90146 -5.92598 -0.2807
C 4.55995 3.60923 -7.21973 -0.0778
H 3.12497 0.38261 -4.74856 0.0758
H 1.70691 0.56637 -5.80438 0.0661
H 3.33579 0.73610 -6.46063 0.0652
H 2.01431 2.57113 -4.39838 0.0843
H 2.19935 2.99031 -6.08669 0.1036
H 5.19156 1.85517 -6.11316 0.1049
H 5.81274 3.37396 -5.50146 0.1184
H 3.67943 3.17078 -7.69223 0.0651
H 5.38595 3.54887 -7.93027 0.0781
H 4.33928 4.66163 -7.02903 0.0790
C 2.30619 -7.74000 8.28576 -0.0780
C 1.45303 -7.70507 7.02938 -0.2820
O 1.27068 -6.40137 6.49910 -0.1667
C 2.44777 -5.71033 6.11290 -0.2776
C 3.24792 -6.42228 5.03600 -0.0720
H 1.86980 -7.10575 9.06050 0.0831
H 2.37914 -8.76004 8.66640 0.0793
H 3.31936 -7.38001 8.10148 0.0660
H 0.45653 -8.08001 7.26827 0.1173
H 1.85887 -8.37341 6.26231 0.1052
H 3.06929 -5.50225 6.99016 0.1077
H 2.12173 -4.74081 5.72997 0.1143
H 3.60620 -7.39774 5.36865 0.0697
H 4.11638 -5.82569 4.75252 0.0822
H 2.63167 -6.58425 4.14953 0.0545
C 1.20004 4.34857 7.98599 -0.0784
C 2.13678 3.40753 7.24748 -0.2809
O 1.82683 3.25814 5.87114 -0.1732
C 1.86639 4.43866 5.08533 -0.2855
C 3.22521 5.11727 5.07034 -0.0786
H 0.16639 4.00629 7.89563 0.0784
H 1.46410 4.39368 9.04382 0.0789
H 1.24374 5.36337 7.58826 0.0663
H 2.05769 2.41251 7.68856 0.1168
H 3.17962 3.71783 7.37014 0.1067
H 1.08440 5.13438 5.40848 0.1064
H 1.60949 4.13740 4.06757 0.1135
H 3.52944 5.44638 6.06485 0.0669
H 3.20350 5.99330 4.42015 0.0788
H 3.99064 4.42968 4.70473 0.0821
C -3.00447 7.65029 -3.47884 -0.0843
C -3.99085 8.36915 -2.57336 -0.2801
O -3.88471 9.78099 -2.62379 -0.1573
C -4.10435 10.38219 -3.88960 -0.2783
C -5.48370 10.10917 -4.46450 -0.0813
H -1.98034 7.93258 -3.22851 0.0823
H -3.10775 6.56850 -3.36943 0.0718
H -3.16036 7.89428 -4.52898 0.0676
H -3.79409 8.08484 -1.53768 0.1159
H -5.01930 8.05753 -2.78895 0.1041
H -3.32017 10.08063 -4.59257 0.1063
H -3.98826 11.45729 -3.74146 0.1187
H -5.65101 9.04521 -4.63972 0.0634
H -5.60634 10.62842 -5.41639 0.0773
H -6.25842 10.45356 -3.77623 0.0812
C 4.08295 -3.04883 -0.04288 -0.0855
C 5.47417 -2.97841 0.56253 -0.2695
O 6.51410 -3.03003 -0.39696 -0.1529
C 6.52771 -1.99410 -1.36635 -0.2783
C 6.66282 -0.60268 -0.77222 -0.0764
H 3.96940 -3.96103 -0.63253 0.0742
H 3.32554 -3.04361 0.74359 0.0639
H 3.88363 -2.20318 -0.70632 0.0622
H 5.61754 -3.83897 1.21767 0.1210
H 5.58217 -2.08914 1.19277 0.1096
H 5.63993 -2.06280 -2.00589 0.1019
H 7.38660 -2.18984 -2.01032 0.1204
H 5.82292 -0.35108 -0.12223 0.0627
H 6.70727 0.14494 -1.56579 0.0785
H 7.57275 -0.53108 -0.17345 0.0844
```

The charge is +1.



Results for energy: -1470950.893; -111748.721 (in eV, following the order of the records).